{"formula": "C41H34AuBrN5OS3", "method": "ωB97M-V/def2-TZVPD", "elements": ["Au", "N", "S", "N", "S", "N", "S", "N", "C", "C", "C", "C", "C", "C", "C", "C", "C", "C", "C", "C", "C", "C", "C", "C", "C", "C", "C", "C", "C", "C", "C", "C", "C", "C", "C", "C", "C", "C", "C", "C", "C", "C", "C", "C", "H", "H", "H", "H", "H", "H", "H", "H", "H", "H", "H", "H", "H", "H", "H", "H", "H", "H", "H", "H", "H", "H", "H", "H", "H", "H", "H", "H", "H", "H", "O", "C", "C", "C", "N", "C", "Br", "C", "H", "H", "H", "H"], "xyz": [[2.506, -1.110, 1.150], [2.304, -0.447, -0.659], [1.701, 0.816, -1.243], [0.186, 0.671, -1.769], [-1.048, 0.792, -0.833], [-0.967, 0.105, 0.576], [-0.648, -1.442, 0.868], [0.704, -1.811, 1.504], [-1.807, -1.880, 2.120], [-2.865, -1.033, 2.424], [-3.779, -1.447, 3.381], [-3.629, -2.678, 4.004], [-2.564, -3.511, 3.682], [-1.638, -3.120, 2.730], [-1.087, -2.440, -0.529], [-0.074, -2.853, -1.388], [-0.413, -3.653, -2.468], [-1.735, -4.034, -2.666], [-2.732, -3.616, -1.793], [-2.416, -2.811, -0.712], [-2.366, 0.219, -1.847], [-3.652, 0.392, -1.339], [-4.721, -0.041, -2.102], [-4.494, -0.622, -3.347], [-3.204, -0.782, -3.833], [-2.117, -0.364, -3.080], [-1.450, 2.457, -0.431], [-1.574, 2.886, 0.882], [-1.922, 4.211, 1.104], [-2.138, 5.066, 0.032], [-2.008, 4.613, -1.278], [-1.663, 3.298, -1.523], [1.799, 2.301, -0.270], [1.755, 2.225, 1.117], [1.819, 3.395, 1.855], [1.911, 4.621, 1.208], [1.936, 4.684, -0.178], [1.882, 3.521, -0.931], [2.577, 1.145, -2.729], [1.909, 1.357, -3.928], [2.666, 1.631, -5.057], [4.050, 1.695, -4.972], [4.698, 1.484, -3.759], [3.964, 1.205, -2.621], [-2.970, -0.076, 1.934], [-4.611, -0.805, 3.638], [-4.350, -2.994, 4.746], [-2.458, -4.471, 4.168], [-0.810, -3.762, 2.463], [0.954, -2.568, -1.213], [0.358, -3.997, -3.143], [-1.988, -4.678, -3.498], [-3.755, -3.933, -1.943], [-3.186, -2.502, -0.017], [-3.818, 0.872, -0.382], [-5.730, 0.089, -1.738], [-5.336, -0.944, -3.946], [-3.040, -1.232, -4.802], [-1.105, -0.491, -3.438], [-1.406, 2.206, 1.704], [-2.033, 4.572, 2.117], [-2.420, 6.094, 0.216], [-2.187, 5.285, -2.107], [-1.575, 2.930, -2.538], [1.651, 1.275, 1.626], [1.798, 3.352, 2.936], [1.972, 5.532, 1.789], [2.015, 5.640, -0.678], [1.922, 3.569, -2.012], [0.831, 1.309, -3.981], [2.173, 1.796, -6.005], [4.632, 1.910, -5.858], [5.776, 1.536, -3.702], [4.456, 1.032, -1.673], [4.577, -3.592, 6.374], [4.051, -3.032, 5.303], [2.894, -2.238, 5.313], [2.446, -1.710, 4.132], [3.080, -1.919, 2.964], [4.190, -2.675, 2.965], [5.030, -2.821, 1.291], [4.713, -3.252, 4.087], [4.089, -3.398, 7.187], [2.355, -2.042, 6.230], [1.545, -1.114, 4.087], [5.614, -3.848, 4.052]], "forces_ev_per_angstrom": [[-0.007, -0.463, -0.194], [0.071, 0.090, -0.009], [0.109, -0.110, 0.019], [-0.043, 0.093, -0.050], [-0.076, -0.070, -0.038], [0.118, -0.037, 0.025], [-0.073, -0.048, -0.260], [-0.179, 0.396, 0.501], [-0.007, -0.050, -0.034], [0.043, 0.010, 0.027], [-0.005, -0.001, 0.012], [-0.016, 0.012, 0.004], [0.023, -0.005, -0.005], [-0.021, -0.019, -0.015], [0.092, 0.057, -0.026], [-0.021, 0.026, 0.015], [-0.004, -0.007, -0.003], [0.019, -0.003, -0.008], [-0.008, 0.003, 0.008], [-0.021, -0.017, 0.037], [-0.012, 0.020, 0.039], [0.020, -0.010, -0.004], [-0.004, 0.004, 0.003], [-0.011, -0.005, 0.004], [0.011, 0.000, 0.000], [0.011, -0.003, -0.009], [-0.019, -0.021, 0.021], [-0.007, 0.014, -0.011], [0.002, -0.013, 0.001], [-0.001, 0.006, -0.010], [-0.003, 0.009, 0.000], [-0.002, -0.014, 0.008], [-0.015, 0.009, -0.011], [0.015, -0.016, -0.020], [-0.003, 0.017, -0.003], [0.003, -0.008, 0.014], [-0.003, 0.000, -0.009], [-0.007, 0.006, 0.008], [-0.047, 0.000, 0.022], [-0.005, 0.004, 0.016], [-0.005, 0.001, -0.002], [0.001, 0.001, -0.005], [0.008, -0.003, 0.006], [0.002, -0.006, 0.002], [-0.001, 0.001, -0.003], [-0.001, -0.001, 0.000], [0.000, 0.000, -0.001], [0.000, -0.001, -0.002], [-0.009, -0.008, -0.004], [0.016, 0.019, -0.003], [0.002, 0.001, 0.002], [0.003, 0.001, -0.001], [-0.002, 0.002, 0.003], [0.001, 0.001, -0.009], [0.000, 0.005, -0.001], [0.000, 0.001, -0.001], [-0.001, 0.000, 0.001], [0.003, 0.002, -0.001], [-0.001, 0.001, -0.002], [-0.001, 0.005, 0.000], [0.002, 0.000, 0.002], [0.000, 0.000, -0.001], [-0.001, 0.001, 0.000], [0.001, 0.001, -0.001], [0.013, 0.008, 0.001], [0.002, -0.001, 0.002], [0.000, 0.001, 0.000], [0.001, 0.000, -0.001], [0.001, -0.003, 0.002], [0.004, 0.002, 0.000], [-0.001, -0.001, 0.001], [0.000, 0.001, 0.001], [0.000, 0.001, -0.001], [0.002, -0.001, 0.000], [-0.008, -0.003, -0.003], [-0.031, 0.022, 0.025], [0.030, -0.039, -0.018], [-0.102, -0.099, 0.015], [0.001, 0.084, -0.026], [0.085, 0.094, 0.159], [0.054, 0.067, -0.119], [0.000, -0.009, -0.057], [0.008, -0.001, -0.009], [0.009, 0.005, 0.004], [0.002, -0.002, -0.027], [-0.004, -0.009, 0.009]], "lowdin_charge": [1.099, -0.399, 0.833, -0.353, 0.927, -0.355, 0.855, -0.344, -0.341, -0.060, -0.033, -0.022, -0.030, -0.054, -0.333, -0.065, -0.034, -0.026, -0.036, -0.055, -0.335, -0.052, -0.025, -0.018, -0.032, -0.053, -0.334, -0.058, -0.033, -0.019, -0.027, -0.050, -0.327, -0.100, -0.045, -0.025, -0.024, -0.041, -0.343, -0.054, -0.032, -0.019, -0.028, -0.053, 0.096, 0.124, 0.127, 0.126, 0.120, 0.085, 0.125, 0.127, 0.128, 0.123, 0.123, 0.127, 0.129, 0.128, 0.111, 0.109, 0.126, 0.128, 0.128, 0.128, 0.064, 0.123, 0.127, 0.128, 0.126, 0.102, 0.125, 0.128, 0.126, 0.119, 0.161, -0.272, 0.044, -0.101, -0.184, -0.717, 0.880, 0.009, 0.151, 0.137, 0.118, 0.142], "e_homo_ev": -16.6483, "charge": 3, "gap_ev": 6.44, "spin_multiplicity": 1, "e_above_lowest_kcal_mol": 10.2}